{"formula": "C10H12O4", "method": "ωB97M-V with the def2-TZVPD basis set", "species": ["C", "C", "H", "H", "C", "H", "C", "H", "O", "H", "O", "O", "C", "C", "O", "H", "C", "H", "C", "C", "H", "H", "H", "C", "H", "H"], "positions_angstrom": [[0.83, -0.24, -0.58], [-1.14, 1.00, -0.37], [-5.08, 0.10, 1.49], [3.29, 0.01, 1.58], [1.69, 0.33, 0.34], [-1.61, 1.89, -0.81], [0.89, -1.59, -0.90], [0.24, -1.96, -1.64], [-2.25, -1.11, -0.68], [-3.95, -1.28, 1.26], [1.73, 1.65, 0.62], [-0.14, 0.52, -1.23], [2.63, -0.52, 0.95], [2.14, 2.53, -0.42], [-3.34, 0.50, 0.42], [3.38, -2.51, 1.14], [-4.36, -0.38, 0.80], [1.44, 2.52, -1.24], [2.69, -1.87, 0.65], [1.80, -2.41, -0.30], [2.12, 3.54, 0.03], [-0.80, 1.26, 0.61], [-4.86, -0.67, -0.12], [-2.29, 0.00, -0.21], [1.80, -3.46, -0.62], [3.16, 2.17, -0.75]], "energy_ha": -689.1733, "e_above_lowest_kcal_mol": 29.1, "charge": 0, "smiles": "COC(=O)COc1ccccc1OC", "gap_ev": 9.599}

{"formula": "C10H12S2", "method": "ωB97M-V with the def2-TZVPD basis set", "species": ["H", "H", "S", "H", "C", "C", "H", "H", "S", "C", "C", "C", "C", "C", "C", "H", "C", "H", "H", "H", "C", "H", "H", "H"], "positions_angstrom": [[-2.94, -2.57, 0.06], [0.19, 0.80, -2.11], [0.26, 2.60, -0.38], [3.08, -0.46, -1.50], [1.89, -0.32, 0.14], [1.89, -1.80, 0.39], [1.14, -0.09, 2.19], [1.83, -2.21, -0.64], [-1.27, -1.17, -1.06], [-1.45, 0.53, -0.85], [-0.46, 1.43, -1.55], [2.67, 0.17, -0.78], [0.61, 1.58, 1.08], [1.10, 0.34, 1.20], [-2.67, -1.51, -0.04], [2.67, 1.16, -0.85], [-2.35, 0.76, 0.14], [0.95, -2.00, 1.01], [-3.60, -0.51, 1.52], [0.15, 2.11, 2.00], [-3.04, -0.41, 0.63], [-2.46, 1.69, 0.70], [2.79, -2.08, 0.99], [-0.98, 1.95, -2.29]], "s_squared": 2.0189, "energy_ha": -1184.3968, "e_above_lowest_kcal_mol": 37.4, "charge": 0, "multiplicity": 3, "gap_ev": [6.122, 6.300]}

{"formula": "C10H13BN3O", "method": "ωB97M-V with the def2-TZVPD basis set", "species": ["C", "H", "H", "H", "O", "N", "C", "N", "H", "H", "C", "C", "H", "B", "C", "C", "N", "C", "H", "H", "C", "H", "C", "C", "H", "H", "H", "H"], "positions_angstrom": [[0.08, 0.48, -1.15], [-4.74, -0.86, 0.67], [4.03, -1.58, 1.55], [5.48, -0.69, 1.56], [-4.76, 1.17, 0.34], [-2.10, 1.43, 0.22], [1.39, -1.62, 0.12], [4.28, 2.43, -0.62], [2.11, -2.37, 0.41], [1.85, 1.62, -0.92], [1.34, 0.71, -0.71], [-0.64, -0.66, -0.69], [-1.16, 1.27, -0.09], [3.90, 0.08, 0.45], [-2.18, -0.64, -0.82], [0.09, -1.73, -0.07], [4.55, -0.78, 1.25], [1.94, -0.37, -0.02], [-0.48, -2.51, 0.32], [-2.07, 2.07, 1.01], [-2.61, 0.07, 0.44], [-2.53, -0.06, -1.66], [4.34, 1.37, -0.23], [-4.14, 0.11, 0.50], [-2.29, -0.38, 1.34], [-2.71, 1.89, -0.55], [-0.48, 1.21, -1.71], [-2.50, -1.65, -0.94]], "energy_ha": -652.9276, "e_above_lowest_kcal_mol": 2.1, "charge": 1, "gap_ev": 9.400}

{"formula": "C10H13Br4NO2", "method": "ωB97M-V with the def2-TZVPD basis set", "species": ["Br", "Br", "H", "H", "H", "C", "H", "H", "H", "C", "C", "C", "C", "C", "H", "N", "C", "C", "H", "Br", "C", "C", "O", "H", "Br", "O", "H", "H", "H", "H"], "positions_angstrom": [[2.04, 4.30, 1.67], [3.96, 0.23, 1.46], [-2.22, 2.11, -1.14], [-1.60, -2.63, -2.55], [0.84, -2.21, 2.46], [-1.75, -1.56, -2.29], [2.70, 2.48, 3.25], [0.31, -1.24, -1.69], [4.30, 2.68, 1.41], [-0.67, -0.78, -1.86], [-0.71, -2.80, 0.93], [-3.05, -1.01, -2.26], [0.29, -1.91, 1.60], [-2.13, 1.07, -1.47], [-1.36, -3.29, 1.69], [0.29, 1.20, -1.04], [-3.24, 0.31, -1.82], [3.41, 2.09, 1.21], [0.97, -1.52, 0.87], [-0.65, -0.35, 2.37], [2.37, 2.49, 2.21], [-0.89, 0.50, -1.49], [0.10, 2.12, -0.29], [3.05, 2.19, 0.18], [0.37, -4.19, -0.02], [1.35, 0.87, -1.51], [-4.20, 0.73, -1.65], [-1.32, -2.23, 0.21], [-3.96, -1.60, -2.48], [1.41, 1.94, 2.08]], "energy_ha": -10890.0432, "e_above_lowest_kcal_mol": 13.3, "charge": 0, "smiles": "O=[N+]([O-])c1ccccc1.BrCCBr.BrCCBr", "gap_ev": 9.501}

{"formula": "C10H13BrNOS", "method": "ωB97M-V with the def2-TZVPD basis set", "species": ["C", "S", "C", "N", "H", "H", "H", "C", "H", "O", "H", "C", "Br", "C", "H", "C", "H", "H", "C", "H", "H", "H", "C", "H", "H", "C", "C"], "positions_angstrom": [[-0.41, 1.16, 0.09], [-1.64, -1.60, 0.35], [-2.72, -2.67, -0.53], [-0.48, 1.94, -1.14], [0.40, 2.25, -1.45], [-1.85, 0.97, 1.60], [-2.33, -2.88, -1.52], [3.24, -0.89, 0.69], [4.21, -1.40, 0.81], [-1.88, 0.03, -1.88], [-1.15, 2.71, -0.98], [-1.54, -0.33, -0.76], [3.84, -0.92, -2.19], [1.56, -0.11, -0.70], [-0.98, 1.41, -1.92], [-1.36, 1.76, 1.12], [-2.26, 2.25, 0.78], [-3.53, -1.97, -0.85], [0.90, 0.49, 0.35], [-2.81, -3.57, 0.07], [0.75, 0.64, 2.43], [-0.81, 2.39, 1.77], [2.77, -0.70, -0.58], [3.10, -0.70, 2.64], [1.14, 0.11, -1.68], [1.31, 0.11, 1.66], [2.54, -0.49, 1.83]], "energy_ha": -3490.7209, "e_above_lowest_kcal_mol": 21.8, "charge": 1, "gap_ev": 9.006}